No. 1
Below is a gas-phase ion, C9H17N4 (charge +1) in a non-equilibrium geometry, with properties calculated with ωB97M-V with the def2-TZVPD basis set.

Computed properties:
Kohn-Sham gap   9.0 eV
HOMO energy   -0.513 Eh
Multiplicity   1
Total charge   +1
LUMO   -4.98 eV
SMILES   CCCCN1[NH2+]C=C(C#N)[C@@]1(C)N
E   -571.7451 Eh
Relative energy (zero: lowest compared OMol25 entry of this formula, charge and spin)   4.022 eV

Geometry as XYZ:
```
30
Properties=species:S:1:pos:R:3:forces:R:3
C 3.759 0.637 0.859 0.906 0.778 -2.175
C 2.669 -0.101 0.081 -2.966 0.097 2.633
C 1.289 0.708 0.011 1.007 -1.535 1.718
C 0.122 -0.312 -0.250 2.317 -0.245 -2.772
N -1.155 0.062 0.234 -2.033 1.077 1.591
N -1.386 1.521 0.099 -0.171 -0.608 -3.863
C -2.753 1.718 0.490 -3.785 -7.279 -1.642
C -3.484 0.431 0.235 5.507 6.118 0.464
C -4.803 0.093 0.371 -0.617 -0.131 0.573
N -5.813 -0.393 0.585 -1.227 -0.292 0.010
C -2.472 -0.504 -0.347 1.760 -1.453 -1.559
C -2.500 -2.006 0.056 -1.531 1.149 -3.028
N -2.429 -0.338 -1.809 0.433 1.285 1.356
H 3.614 0.600 1.887 -0.527 -0.022 1.943
H 4.773 0.184 0.698 -0.908 0.499 -0.145
H 3.785 1.747 0.558 0.114 -1.644 0.286
H 2.917 -0.202 -0.907 1.026 -0.970 -2.413
H 2.244 -1.067 0.541 1.860 1.037 -0.554
H 1.343 1.308 0.935 -1.001 -0.421 0.088
H 1.371 1.388 -0.770 -0.027 1.362 -1.587
H 0.537 -1.303 0.071 -1.362 0.785 0.409
H 0.081 -0.442 -1.401 0.138 0.331 1.348
H -1.261 1.755 -1.057 -0.409 -0.510 3.297
H -0.768 2.105 0.634 0.866 -0.032 0.325
H -3.131 2.556 0.967 -0.309 1.636 0.565
H -1.580 -2.428 -0.277 0.873 -0.424 0.348
H -3.275 -2.561 -0.552 0.538 0.852 0.785
H -2.726 -2.050 1.060 -0.052 -0.673 2.312
H -3.222 -0.067 -2.334 -0.990 0.225 -0.007
H -1.877 -0.971 -2.324 0.570 -0.992 -0.309
```
Forces are in eV/Å.



No. 2
Below is a molecular structure, C27H29HgN13O3PS2, with properties calculated with ωB97M-V with the def2-TZVPD basis set.

Computed properties:
Kohn-Sham gap (spin up / spin down)   3.4 / 6.7 eV
HOMO energy (spin up / spin down)   0.022 / -0.100 Eh
Multiplicity   2
Total charge   -2
LUMO (spin up / spin down)   4.04 / 4.01 eV
E   -3274.9731 Eh

Geometry as XYZ:
```
76
Properties=species:S:1:pos:R:3:forces:R:3
Hg -0.478 -0.004 0.362 -0.101 -0.122 0.291
N -1.225 -5.836 5.365 -0.016 -0.031 0.059
C -0.935 -4.498 5.017 -0.007 0.008 -0.052
C -1.852 -3.751 4.279 0.009 -0.052 -0.058
C -1.582 -2.433 3.953 0.017 0.021 0.047
C -0.400 -1.842 4.386 -0.129 -0.057 0.094
C 0.514 -2.572 5.127 0.022 -0.022 -0.149
C 0.248 -3.900 5.436 0.049 0.016 0.024
S -0.080 -0.154 3.939 -0.267 0.053 0.046
O -1.379 0.479 3.880 0.050 -0.009 -0.014
O 0.862 0.354 4.905 0.009 0.054 -0.005
N 0.453 -0.246 2.451 0.473 0.206 -0.135
C 1.792 -0.500 2.115 -0.607 -0.002 -0.004
N 1.940 -0.353 0.778 0.095 0.160 -0.136
C 3.238 -0.456 0.297 -0.090 0.016 -0.037
C 4.258 -0.813 1.156 0.155 -0.011 0.029
C 3.967 -1.055 2.491 -0.134 0.015 -0.057
N 2.679 -0.881 2.997 0.320 -0.032 0.044
H -1.839 -6.290 4.706 0.011 0.006 -0.011
H -0.395 -6.390 5.512 -0.002 -0.001 -0.025
H -2.778 -4.211 3.951 -0.004 0.006 -0.008
H -2.283 -1.849 3.367 -0.018 0.007 -0.011
H 1.439 -2.094 5.416 0.031 0.011 0.042
H 0.967 -4.482 6.004 0.006 0.009 0.010
H 3.377 -0.282 -0.763 0.021 0.002 -0.026
H 5.274 -0.908 0.786 0.004 -0.014 0.006
H 4.728 -1.345 3.203 0.033 -0.012 0.024
N -2.728 0.170 -2.445 -0.045 0.058 -0.058
C -1.400 -0.008 -2.799 -0.134 0.006 -0.058
N -1.033 -0.121 -4.067 0.079 0.005 0.011
N 0.312 -0.216 -4.007 0.002 0.007 -0.011
N 0.714 -0.166 -2.783 0.065 -0.036 0.000
N -0.362 -0.027 -1.976 0.000 -0.013 0.023
C -3.317 -0.094 -1.219 -0.035 -0.020 -0.156
N -4.622 -0.289 -1.120 0.005 -0.024 0.076
N -4.825 -0.473 0.203 -0.012 0.004 0.008
N -3.716 -0.391 0.848 -0.001 -0.037 0.082
N -2.720 -0.139 -0.033 0.190 0.015 -0.090
H -3.360 0.033 -3.217 0.002 0.020 0.016
C 1.249 2.813 -1.382 -0.011 0.035 -0.002
P 0.235 2.726 0.132 0.142 -0.037 0.174
C -0.641 4.343 0.088 -0.013 -0.142 0.016
C -0.022 5.557 0.377 0.029 0.039 -0.018
C -0.737 6.744 0.316 -0.032 -0.059 -0.012
C -2.082 6.726 -0.035 -0.010 0.046 -0.002
C -2.708 5.523 -0.323 0.052 -0.037 0.008
C -1.990 4.334 -0.257 -0.024 0.044 -0.003
C 1.449 2.984 1.468 -0.037 0.151 -0.085
C 0.982 3.347 2.730 -0.030 -0.051 0.014
C 1.859 3.477 3.792 0.012 -0.105 0.019
C 3.211 3.217 3.612 -0.001 -0.014 0.021
C 3.680 2.828 2.368 -0.004 -0.006 -0.017
C 2.803 2.721 1.296 0.013 -0.012 0.015
H 1.894 3.694 -1.392 0.020 -0.008 0.002
H 0.576 2.835 -2.240 0.001 -0.022 -0.001
H 1.836 1.898 -1.461 -0.005 -0.005 -0.023
H 1.023 5.567 0.668 -0.010 -0.010 0.002
H -0.247 7.681 0.551 -0.002 0.009 -0.002
H -2.643 7.652 -0.074 0.000 0.001 -0.005
H -3.758 5.501 -0.586 -0.006 0.005 -0.003
H -2.481 3.389 -0.460 -0.001 -0.007 0.004
H -0.081 3.484 2.895 -0.005 0.016 -0.008
H 1.476 3.713 4.775 -0.009 0.029 0.030
H 3.889 3.269 4.455 0.008 0.006 0.010
H 4.722 2.566 2.232 -0.004 0.006 -0.007
H 3.179 2.378 0.341 0.005 0.001 -0.003
C 2.073 -3.574 -0.036 0.017 -0.059 -0.096
S 0.696 -3.274 1.059 -0.158 0.368 0.027
C 0.211 -4.990 1.255 -0.032 -0.112 -0.070
O -0.383 -2.680 0.202 0.030 -0.173 0.128
H 2.797 -4.221 0.459 0.032 0.001 0.016
H 2.524 -2.604 -0.242 0.015 -0.029 -0.034
H 1.681 -4.022 -0.950 0.030 -0.021 -0.011
H 1.021 -5.550 1.719 0.028 -0.014 0.015
H -0.039 -5.386 0.269 -0.001 -0.044 0.027
H -0.662 -4.998 1.902 -0.081 0.003 0.044
```
Forces are in eV/Å.



No. 3
Below is a single C15H11Cl2N3OS2 molecule in a non-equilibrium geometry, with properties calculated with ωB97M-V with the def2-TZVPD basis set.

Computed properties:
Kohn-Sham gap   7.9 eV
HOMO energy   -0.317 Eh
Multiplicity   1
LUMO   -0.72 eV
SMILES   Oc1nc(/N=N/Cc2cccs2)sc1Cc1ccc(Cl)c(Cl)c1
E   -2534.3472 Eh
Relative energy (zero: lowest compared OMol25 entry of this formula, charge and spin)   1.515 eV

Geometry as XYZ:
```
34
Properties=species:S:1:pos:R:3:forces:R:3
O -1.150 0.373 2.785 -0.341 0.600 -0.926
C -0.431 0.304 1.630 0.572 -1.111 -2.544
N -1.018 0.542 0.382 0.260 0.408 0.708
C -0.201 0.389 -0.629 0.613 -0.192 2.685
N -0.425 0.795 -1.949 -2.880 0.302 -1.856
N -1.667 0.958 -2.173 0.738 -0.194 -0.162
C -2.119 1.416 -3.575 -0.245 -4.047 1.082
C -3.575 1.803 -3.631 -0.170 0.779 0.426
C -4.391 2.010 -4.718 0.655 -0.078 -0.203
C -5.666 2.637 -4.434 3.541 -1.925 0.717
C -5.774 2.784 -3.111 -1.383 0.481 1.300
S -4.363 2.325 -2.138 -1.175 0.105 -1.986
S 1.410 -0.193 -0.151 -1.325 0.562 1.217
C 0.871 -0.149 1.552 -0.116 0.417 0.429
C 1.659 -0.329 2.872 2.349 1.494 -2.039
C 2.871 -1.261 2.833 0.044 -0.588 0.334
C 2.632 -2.640 3.073 4.400 2.765 -1.575
C 3.684 -3.517 2.913 -1.428 -2.733 0.373
C 4.974 -3.185 2.632 0.725 0.600 -0.086
Cl 6.200 -4.484 2.490 -0.975 1.238 0.068
C 5.246 -1.800 2.493 -0.193 -0.625 0.626
Cl 6.929 -1.416 2.330 -0.249 0.645 -0.201
C 4.225 -0.814 2.616 -0.218 -0.607 -0.616
H -2.011 0.787 2.560 0.635 -0.354 0.148
H -1.940 0.533 -4.268 -0.277 0.760 0.814
H -1.413 2.087 -3.859 1.650 2.619 -1.039
H -4.145 1.712 -5.744 0.259 0.162 0.467
H -6.324 2.743 -5.228 -1.618 0.527 -0.829
H -6.776 3.027 -2.738 0.811 0.161 0.734
H 2.131 0.674 3.112 -1.042 -0.820 0.066
H 0.942 -0.630 3.592 -0.438 -0.166 0.889
H 1.778 -3.162 3.087 -3.730 -0.715 0.551
H 3.307 -4.584 2.983 1.273 1.090 -0.083
H 4.530 0.264 2.410 -0.722 -1.561 0.512
```
Forces are in eV/Å.



No. 4
Below is a molecular structure, C4H2FMgO4Tl in a non-equilibrium geometry, with properties calculated with ωB97M-V with the def2-TZVPD basis set.

Computed properties:
Kohn-Sham gap   6.7 eV
HOMO energy   -0.623 Eh
Multiplicity   1
Total charge   +2
LUMO   -10.25 eV
E   -926.3547 Eh
Relative energy (zero: lowest compared OMol25 entry of this formula, charge and spin)   0.000 eV

Geometry as XYZ:
```
13
Properties=species:S:1:pos:R:3:forces:R:3
O -3.099 -3.272 -2.236 0.094 0.629 0.175
C -3.285 -4.262 -2.810 -0.239 -1.271 -0.365
O -3.477 -5.269 -3.350 0.143 0.705 0.215
O -1.840 3.582 3.509 -0.104 -0.017 0.025
C -2.775 4.325 3.014 0.239 -0.003 0.552
C -1.747 2.310 2.798 0.449 -0.336 -0.216
O -3.385 3.694 2.034 -0.540 -0.491 -0.969
C -3.023 2.279 1.989 -0.351 0.223 1.022
Tl -4.677 5.712 4.574 0.010 0.229 0.100
H -1.681 1.498 3.529 -0.032 0.205 -0.148
H -0.844 2.357 2.180 -0.106 -0.027 0.196
F -4.022 1.661 2.763 0.576 0.152 -0.818
Mg -3.079 1.465 0.003 -0.138 0.003 0.229
```
Forces are in eV/Å.



> Among the records above, which one has the lowest E?

C27H29HgN13O3PS2



> Number 2 is which compound?

C27H29HgN13O3PS2